(1)
The following is a DFT calculation (ωB97M-V with the def2-TZVPD basis set) of a structure of composition C43H32BiCl4N4O6Sb2.

```
92
Properties=species:S:1:pos:R:3:lowdin_charge:R:1
H 6.9249 -0.1296 0.2081 0.096
Sb 1.1576 -1.0536 -1.2615 1.458
H 1.1870 -1.7100 7.2975 0.096
C 0.6853 -2.5282 -3.9281 -0.126
C -1.2556 -3.1272 2.8211 -0.366
H 0.7130 -2.6016 5.0568 0.083
H 5.1569 1.4298 0.9591 0.100
H -0.0131 -3.1955 -0.1943 0.024
C 0.9425 3.1149 0.5578 -0.201
Cl -0.2957 1.1936 -5.0493 0.739
C 1.4825 -1.5810 -3.2903 -0.391
C -1.9053 1.6819 -4.6378 -0.561
Sb -0.1337 -1.4049 2.2355 1.459
H 3.0785 -0.1562 -3.5528 0.096
C 0.4079 1.1940 5.7309 -0.082
C -1.0659 4.0578 -0.6386 -0.365
C -1.4275 -5.3838 3.6783 -0.097
C 1.8961 -3.3347 0.8081 -0.356
C 1.0435 -3.0433 -0.4246 -0.389
N -3.2547 2.9197 3.5456 0.066
C 1.8337 -2.1223 -6.0057 -0.107
C -2.6935 2.2826 -5.5771 -0.121
C -4.3231 1.6416 -1.7550 -0.168
N -1.5190 4.3601 4.5722 0.077
C 2.6288 -1.1737 -5.3781 -0.108
C -1.5605 5.2221 -1.3131 -0.555
H -4.5006 -4.0836 3.1186 0.101
O -1.6013 -2.0786 -1.8348 -0.189
C 0.6436 -1.5331 5.2311 -0.131
O 0.5245 1.9919 0.8063 -0.156
H 0.2327 -3.5298 -5.7683 0.100
H -5.3888 1.9144 -1.7260 0.139
C 5.5592 -1.3921 -0.8673 -0.092
C -2.3085 3.6701 4.0755 -0.421
H -0.9478 -6.2900 4.0290 0.097
Bi -1.6138 0.7581 -0.1785 1.787
C 0.7857 0.3275 6.7468 -0.099
C 0.2667 4.1734 -0.1592 -0.116
H 0.4249 -4.3799 3.3108 0.081
C 0.4951 6.4164 -1.0039 -0.668
H -3.4150 -6.1474 3.9420 0.096
C -0.8155 6.3524 -1.4917 -0.127
C 4.2390 -1.6086 -1.2344 -0.138
H -1.2420 7.1997 -2.0116 0.104
H -2.3028 2.4575 -6.5708 0.105
H 1.6253 -4.3355 1.1611 0.093
C 3.5809 0.3532 -0.0275 -0.138
C 4.9026 0.5752 0.3433 -0.090
C 0.2700 -0.6758 4.1973 -0.371
H 3.3843 -0.6382 -5.9410 0.099
C -2.3598 1.4329 -3.3040 -0.377
C 1.7631 -2.3593 1.9876 -0.387
H 0.9887 0.7146 7.7384 0.097
O -2.7371 -1.3608 -0.2147 -0.357
H 2.0357 -2.8314 2.9323 0.044
C -2.8115 -5.3033 3.6302 -0.102
O -3.8459 1.2075 -0.7055 -0.123
H -3.1354 -2.1761 2.3829 0.085
C -3.6944 1.8315 -3.0309 -0.146
H 2.4498 -1.5189 1.8515 0.041
H 6.3306 -2.0769 -1.1999 0.098
H 1.9675 -2.3311 -7.0602 0.096
H 3.9936 -2.4609 -1.8600 0.105
N -2.6547 1.1699 1.9456 -0.005
C 0.8642 -2.7971 -5.2802 -0.091
C 5.8934 -0.2997 -0.0760 -0.099
H -5.5156 2.7271 -3.7690 0.114
C 2.4511 -0.9020 -4.0286 -0.160
Cl -4.9826 3.4373 -6.4938 0.627
H 0.2946 2.2572 5.9089 0.095
C -4.0056 2.6671 -5.2635 -0.665
H 1.9576 3.3803 0.9051 0.127
N -2.5735 -2.2463 -1.1165 -0.201
H 2.0331 5.3908 0.0437 0.112
C 0.1540 0.6863 4.4609 -0.133
C -2.6475 -3.0653 2.7644 -0.127
C 3.2305 -0.7446 -0.8120 -0.395
C -0.6568 -4.3012 3.2745 -0.139
H 2.8086 1.0383 0.3118 0.068
H 2.9485 -3.3855 0.5144 0.088
C 0.9023 -1.0347 6.4991 -0.099
Cl 1.4254 7.8756 -1.2467 0.629
C 1.0226 5.3467 -0.3449 -0.073
Cl -3.1824 5.1809 -1.9287 0.729
H 1.2830 -3.7348 -1.2348 0.058
C -2.9158 2.0068 2.7235 -0.363
O -1.5825 0.8627 -2.4641 -0.285
H -0.0987 -3.0363 -3.3818 0.080
C -4.5017 2.4365 -4.0161 -0.085
O -1.8273 3.0407 -0.4964 -0.232
H -0.1380 1.3707 3.6713 0.072
C -3.4203 -4.1445 3.1706 -0.087
```

The relative energy (zero: lowest compared OMol25 entry of this formula, charge and spin) comes out at 16.4 kJ/mol. The calculation puts the max |F| at 0.5 eV Å⁻¹. The HOMO energy comes out at -5.993 eV. The charge is -1.

***

(2)
The following is a DFT calculation (ωB97M-V with the def2-TZVPD basis set) of a structure of composition C43H33BCaCl2N5O4P.

```
90
Properties=species:S:1:pos:R:3:lowdin_charge:R:1
H -7.2782 -0.7489 2.2601 0.094
H 2.5676 4.4774 -4.4588 0.094
Cl 1.0413 2.1810 -5.0116 0.645
C 1.6906 2.8396 -1.0841 -0.119
C -4.5737 1.0933 0.1931 -0.216
H -3.1514 -1.2713 6.5238 0.088
H -1.2744 -1.5573 4.9096 0.098
H 2.7605 4.3171 2.2720 0.095
H -5.3799 -1.9825 1.3211 0.095
C 3.7740 -2.2550 -1.3726 -0.033
C -4.7783 -2.1096 -2.2481 -0.101
H -5.7122 2.8612 0.5656 0.102
H -3.0286 -4.3012 3.5240 0.094
H 3.4336 5.4611 0.1781 0.079
N 0.8026 -1.3828 1.7259 -0.119
H 4.1690 -1.5042 -2.0461 0.102
C 2.4711 3.9288 1.3041 -0.056
C -3.9601 1.1453 4.2940 -0.095
H -3.1594 -2.0935 2.4904 0.092
C -2.8308 -5.2298 0.2747 -0.083
C -6.5318 -0.2183 1.6819 -0.092
C -3.0203 -4.2217 2.4435 -0.095
Cl 3.7108 6.0880 -2.4275 0.606
N 1.3314 2.2371 0.0805 0.054
B -0.3443 -4.2262 -2.9450 -0.453
C -2.9318 -3.9773 -0.3176 -0.087
H -1.8290 -0.5849 -2.8673 0.080
O 0.5086 1.1235 -2.2600 -0.193
C -5.4550 -0.9152 1.1451 -0.090
H -2.8043 -6.3364 2.1151 0.087
C 1.5746 2.8456 -3.4867 -0.582
H 1.0988 -3.3352 2.2474 0.113
C -4.4636 -0.2848 0.4044 -0.283
C -6.6335 1.1512 1.4769 -0.105
C 2.8422 4.5547 0.1513 -0.043
H -1.4431 -4.1546 -3.4800 -0.008
C -3.5927 1.9159 -0.5518 -0.111
C 3.5446 -4.5601 -0.6697 -0.135
C 1.3663 -2.5161 1.5717 -0.109
H -7.4605 1.7150 1.8903 0.091
H -2.6793 -6.0969 -0.3554 0.100
C 1.2123 2.1806 -2.3086 -0.420
O 2.6139 -0.5437 -0.2294 -0.249
N -2.7354 1.4004 -1.3281 -0.018
C -4.0548 0.3343 5.4151 -0.119
N -0.1090 -1.2413 2.7797 0.054
C -3.5698 -1.4710 -1.9811 -0.350
H -2.8388 -3.9048 -1.3942 0.086
C -2.0276 -0.7950 4.7627 -0.055
O -1.9040 2.3420 -1.8969 -0.043
C -3.1028 -2.9717 1.8520 -0.115
O -0.8516 0.6456 1.6127 -0.212
C -3.2010 -1.2740 -4.3592 -0.075
H 2.2314 -4.8746 0.9888 0.098
H 1.3679 2.2311 2.1128 0.112
N -0.2126 -1.9578 -1.3929 0.025
C -2.8976 0.9886 3.4105 -0.031
H -2.5670 -0.9542 -5.1763 0.103
H -5.4016 -2.4425 -1.4241 0.102
C -0.8585 -0.1765 2.5861 -0.536
C 2.4513 4.0256 -1.0982 -0.182
C 4.0774 -3.5894 -1.5243 -0.121
H -4.8876 0.4457 6.1003 0.086
H -1.1780 1.7778 -2.2504 0.049
H 4.7316 -3.8936 -2.3353 0.086
C 1.6982 2.7551 1.2222 -0.117
C 2.7664 4.6047 -2.3535 -0.618
H -3.6063 2.9959 -0.3988 0.126
H -4.7209 1.8905 4.0931 0.091
H 3.7647 -5.6102 -0.8087 0.078
C 2.3422 -2.8011 0.5095 -0.164
C 2.8902 -1.7973 -0.3624 -0.418
H -4.7205 -2.0952 -5.6322 0.089
P -2.9673 -1.1522 -0.2565 1.139
C 2.6866 -4.1420 0.3277 -0.083
C -0.2037 -2.9129 -2.0453 -0.218
Ca 0.4960 -0.0814 -0.1386 1.310
C -3.0812 -0.6329 5.6504 -0.106
C -2.7859 -1.0540 -3.0517 -0.103
C -5.1993 -2.3341 -3.5502 -0.102
C -5.6512 1.7914 0.7336 -0.063
C -4.4056 -1.9125 -4.6113 -0.107
H -6.1366 -2.8452 -3.7351 0.089
H 0.5492 -4.2421 -3.7701 -0.013
C -3.0894 -2.8330 0.4614 -0.359
H -0.2888 -5.1925 -2.2017 -0.009
C 2.3322 4.0233 -3.5049 -0.156
H -2.8007 1.5981 2.5219 0.104
C -2.8897 -5.3592 1.6545 -0.109
C -1.9316 0.0145 3.6325 -0.157
```

The relative energy (zero: lowest compared OMol25 entry of this formula, charge and spin) comes out at 71.1 kJ/mol. The calculation puts the max |F| at 1.4 eV Å⁻¹. The HOMO energy comes out at -2.059 eV. The charge is -2.